A structure of composition C42H51AsN4O7PS6W, computed with ωB97M-V with the def2-TZVPD basis set.

Geometry as XYZ:
```
113
Properties=species:S:1:pos:R:3
W -0.1062 0.2370 -0.6319
N -0.6101 2.0837 0.5700
C -1.9920 1.9575 1.0495
C -2.2568 0.5129 1.4399
O -3.1865 0.2204 2.1912
N -1.4132 -0.3492 0.8447
C -1.4188 -1.7328 1.2556
C -0.0889 -2.3705 0.8623
O 0.2368 -3.4488 1.3432
O 0.6094 -1.7112 -0.0063
H 0.0041 2.0909 1.3794
H -0.4331 2.9614 0.0954
H -2.6858 2.2202 0.2484
H -2.1972 2.5989 1.9077
H -2.2202 -2.3065 0.7733
H -1.5635 -1.8299 2.3295
C 4.1648 2.6455 -4.3309
S 3.6277 1.0289 -4.9397
C 3.8662 0.0389 -3.5153
C 3.0921 0.0674 -2.4013
S 1.8094 1.1842 -2.0788
S 3.5408 -1.1112 -1.1809
C 4.8570 -1.8554 -2.0182
S 5.7378 -3.1084 -1.4036
S 5.1794 -1.1150 -3.5356
H 4.0034 3.3587 -5.1393
H 5.2212 2.6241 -4.0703
H 3.5655 2.9272 -3.4666
N -1.3176 1.1157 -1.8801
P -1.8975 2.3561 -2.5997
C -1.5687 2.3546 -4.3889
C -0.4496 1.6560 -4.8304
C -0.1273 1.6270 -6.1806
C -0.9282 2.2890 -7.0980
C -2.0487 2.9875 -6.6643
C -2.3652 3.0263 -5.3156
C -3.7010 2.4401 -2.3877
C -4.4884 3.5313 -2.7568
C -5.8594 3.5025 -2.5552
C -6.4546 2.3884 -1.9761
C -5.6760 1.3090 -1.5889
C -4.3035 1.3361 -1.7929
C -1.2459 3.9501 -2.0172
C -1.9085 4.7509 -1.0878
C -1.2574 5.8317 -0.5091
C 0.0621 6.1071 -0.8388
C 0.7304 5.3088 -1.7564
C 0.0792 4.2384 -2.3471
H 0.1818 1.1549 -4.1040
H 0.7556 1.0885 -6.5014
H -0.6835 2.2616 -8.1527
H -2.6789 3.5017 -7.3792
H -3.2454 3.5672 -4.9981
H -4.0311 4.4197 -3.1749
H -6.4629 4.3553 -2.8391
H -7.5248 2.3716 -1.8132
H -6.1303 0.4489 -1.1143
H -3.6733 0.5158 -1.4718
H -2.9237 4.5197 -0.7923
H -1.7751 6.4437 0.2185
H 0.5769 6.9322 -0.3636
H 1.7690 5.4997 -1.9915
H 0.6180 3.5955 -3.0344
C -2.6009 -4.1601 4.6646
C -1.7197 -2.9424 4.6932
C -2.2752 -1.6688 4.7966
C -1.4824 -0.5384 4.7249
C -0.1083 -0.6808 4.5758
C 0.4655 -1.9378 4.4803
C -0.3451 -3.0612 4.5303
S 0.8547 0.8013 4.5558
O 0.8314 1.3481 5.8852
O 0.3906 1.5949 3.4518
N 2.3942 0.3797 4.2841
C 2.9189 -0.1491 3.0155
C 3.3276 0.9464 2.0387
C 2.1955 1.4274 1.1447
O 2.0828 2.6039 0.8445
O 1.4233 0.4487 0.7723
H -3.4875 -4.0229 5.2843
H -2.0664 -5.0445 5.0112
H -2.9343 -4.3560 3.6427
H -3.3489 -1.5535 4.8791
H -1.9322 0.4448 4.7547
H 1.5317 -2.0514 4.3392
H 0.0983 -4.0397 4.3972
H 2.8832 0.1547 5.1352
H 2.1946 -0.8079 2.5333
H 3.7818 -0.7607 3.2806
H 4.0919 0.5471 1.3653
H 3.7508 1.8020 2.5630
C 0.7407 -2.7424 -5.0373
C 0.9068 -1.7920 -3.8586
As -0.5600 -1.6442 -2.5558
C -0.7461 -3.5839 -2.2635
C -1.7930 -4.1390 -1.2998
C -2.0919 -1.3346 -3.7474
C -3.3994 -1.9327 -3.2393
H 1.5939 -2.6503 -5.7140
H -0.1576 -2.5304 -5.6203
H 0.6944 -3.7835 -4.7173
H 1.1221 -0.7797 -4.2009
H 1.7616 -2.0926 -3.2513
H 0.2495 -3.9148 -1.9588
H -0.9217 -3.9791 -3.2670
H -1.4499 -4.0956 -0.2697
H -1.9715 -5.1926 -1.5311
H -2.7517 -3.6255 -1.3703
H -1.8572 -1.7299 -4.7368
H -2.1776 -0.2539 -3.8416
H -3.3894 -3.0218 -3.2963
H -4.2457 -1.5764 -3.8318
H -3.5900 -1.6632 -2.1979
```

Computed properties:
**Charge**: -1
**Gap between HOMO and LUMO (spin up / spin down)**: 6.006 / 6.040 eV
**Energy relative to the best compared isomer or geometry (same formula, charge and spin)**: 0.00 kJ/mol
**Electronic energy**: -7410.3566 a.u.

Mulliken atomic charge list, values in e, 99 entries: W 0.027; N -0.640; C 0.366; C 0.245; O -0.805; N 0.787; C 0.890; C -0.260; O -0.795; O -0.372; H 0.509; H -0.433; H -0.671; H 0.637; H 0.260; H -0.943; C -0.685; S -0.090; C 0.809; C -1.016; S -0.342; S 0.259; C 0.082; S -0.295; S -0.314; H 0.375; H 0.322; H 0.096; N 0.253; P 1.346; C 0.379; C 1.327; C -0.900; C -0.852; C -0.624; C -1.008; C 0.515; C -0.398; C -0.934; C -0.652; C -1.234; C -0.088; C 0.204; C -0.020; C -0.906; C -0.616; C -0.653; C -0.048; H -0.327; H 0.492; H 0.382; H 0.420; H 0.224; H 0.416; H 0.415; H 0.392; H 0.512; H 0.273; H 0.353; H 0.415; H 0.369; H 0.418; H 0.175; C -1.646; C 1.027; C -0.698; C -0.581; C 0.336; C -0.068; C -0.701; S 1.070; O -0.818; O -0.561; N -0.177; C -0.365; C -1.178; C 0.526; O -0.704; O 1.193; H 0.416; H 0.400; H 0.260; H 0.318; H 0.376; H 0.341; H 0.262; H 0.284; H -0.079; H 0.474; H 0.266; H 0.348; C -1.674; C 0.313; As 1.547; C -1.043; C -1.051; C 0.607; C -1.701; H 0.466